w) 16
Properties=species:S:1:pos:R:3:lowdin_charge:R:1 method="wB97M-V/def2-TZVPD" e_homo_ev=-9.6 smiles=CCn1ncc(Br)c1C#N homo_lumo_gap_ev=9.80
Br 5.09 0.09 0.02 0.740
N 2.47 -3.15 -0.46 0.190
N 1.03 0.05 -0.17 -0.157
N 1.22 1.31 0.11 0.076
C 2.35 -2.04 -0.43 -0.193
C 2.53 1.52 0.13 -0.162
C -1.41 0.47 0.11 -0.097
C -0.26 -0.33 -0.64 -0.181
C 2.22 -0.66 -0.27 -0.233
C 3.21 0.29 0.07 -0.642
H -1.30 0.32 1.21 0.071
H 2.99 2.58 0.35 0.150
H -1.26 1.61 -0.15 0.104
H -0.43 -1.38 -0.52 0.103
H -2.40 0.08 -0.07 0.053
H -0.31 0.11 -1.79 0.178

=====

x) 16
Properties=species:S:1:pos:R:3:lowdin_charge:R:1 method="wB97M-V/def2-TZVPD" e_homo_ev=-10.4 smiles=N#C[C@@H](Br)CN1C[C@H]1C#N homo_lumo_gap_ev=10.89
Br 1.63 -3.29 -1.20 0.725
N 0.47 0.42 0.09 -0.123
N 3.93 -1.03 0.61 0.156
N 0.35 3.46 -1.79 0.157
C 0.04 2.44 -1.38 -0.184
C 0.55 -0.97 0.19 -0.258
C -0.54 1.17 0.78 -0.081
C 1.73 -1.41 -0.79 -0.695
C -0.47 1.24 -0.73 -0.218
C 3.06 -1.20 -0.12 -0.309
H -0.13 2.01 1.51 0.168
H 1.84 -0.96 -1.84 0.113
H -1.41 0.48 1.04 0.129
H 0.88 -1.36 1.29 0.189
H -0.21 -1.62 -0.23 0.080
H -1.13 0.74 -1.46 0.151

=====

Most stable pick: w). Distance to second place: 1.462 eV.

=====

w) 23
Properties=species:S:1:pos:R:3:lowdin_charge:R:1 method="wB97M-V/def2-TZVPD" e_homo_ev="-6.7 / -6.7" homo_lumo_gap_ev="7.42 / 7.42"
N -0.31 -1.30 0.55 -0.058
N 2.77 0.02 0.70 0.142
N 0.69 2.53 -0.33 0.077
C 0.17 0.12 2.46 -0.112
C 0.17 0.49 -1.74 -0.168
C 0.33 -1.04 -1.66 -0.229
C -0.58 -1.78 -0.71 -0.262
C -0.45 -0.05 1.20 -0.182
C 1.91 0.55 0.12 -0.286
C 0.78 1.11 -0.50 -0.352
H 0.06 2.94 -0.92 0.026
H 0.69 0.86 -2.71 0.136
H -1.29 0.48 0.95 0.097
H 0.46 2.71 0.63 0.075
H 0.60 -1.68 0.95 0.158
H 0.12 -1.30 -2.71 0.106
H -0.15 1.03 3.01 0.092
H -1.66 -1.66 -1.04 0.140
H 1.27 -0.15 2.41 0.076
H -0.25 -0.63 3.24 0.125
H -0.38 -2.89 -0.71 0.140
H -0.96 0.56 -1.96 0.136
H 1.42 -1.27 -1.44 0.124

=====

x) 23
Properties=species:S:1:pos:R:3:lowdin_charge:R:1 method="wB97M-V/def2-TZVPD" e_homo_ev=-8.5 smiles="NN1NCC2=C1CCCC2" homo_lumo_gap_ev=9.53
N -0.85 2.33 -0.84 -0.073
N 0.20 1.14 -2.51 0.021
N -0.86 1.14 -1.64 -0.165
C -0.54 -1.49 -0.80 -0.164
C -0.09 0.58 0.60 -0.195
C 0.42 -2.12 0.17 -0.243
C 0.26 -1.67 1.55 -0.270
C 0.49 -0.21 1.76 -0.170
C -0.13 2.08 0.39 -0.192
C -0.56 -0.06 -0.47 -0.092
H 1.43 -1.91 -0.23 0.127
H 1.57 -0.06 1.63 0.116
H -0.76 -1.95 1.99 0.136
H 0.98 2.48 0.46 0.132
H 1.06 1.44 -2.04 0.093
H -1.54 -1.99 -0.87 0.126
H 0.13 0.04 2.87 0.159
H -0.66 2.66 1.21 0.125
H 0.87 -2.22 2.37 0.140
H -0.10 1.76 -3.16 0.028
H 0.66 -3.18 0.14 0.112
H -1.74 2.78 -0.65 0.105
H -0.24 -1.56 -1.92 0.142

=====

Most stable pick: w). Distance to second place: 0.151 eV.

=====

w) 107
Properties=species:S:1:pos:R:3:lowdin_charge:R:1 method="wB97M-V/def2-TZVPD" e_homo_ev=-9.7 total_charge=+1 homo_lumo_gap_ev=6.67
Ti -1.72 1.36 -0.80 1.198
S -3.75 1.13 1.86 1.018
F -4.72 2.77 -0.43 0.048
F -0.41 4.07 -1.86 0.105
F -5.55 5.28 -0.70 0.132
F -1.26 6.57 -2.11 0.138
F -3.83 7.21 -1.54 0.150
O 0.21 1.36 -0.81 -0.115
O 9.35 -5.85 4.51 -0.070
O -0.61 2.71 0.67 -0.026
O -2.86 0.96 0.61 -0.608
N 4.25 -1.95 3.86 0.191
N -0.28 -1.06 0.80 0.131
N 0.13 0.58 3.00 0.092
N -1.95 0.60 -2.54 -0.043
N 3.84 -3.39 2.22 0.185
N -3.67 -1.06 -1.15 -0.220
N -3.14 2.77 -4.17 -0.176
C 4.68 -3.03 3.24 -0.252
C -3.13 -1.54 -2.37 -0.236
C -1.69 4.32 -1.57 -0.229
C -3.24 2.69 2.55 -0.187
C 1.79 2.68 0.43 0.055
C 2.81 -2.49 2.20 -0.131
C -4.29 4.98 -1.00 -0.149
C -4.08 1.77 -4.64 -0.044
C -3.42 5.97 -1.42 -0.142
C -2.53 3.29 -1.16 -0.048
C -1.18 1.46 -3.43 -0.258
C 7.52 -5.51 3.13 0.008
C -1.77 2.49 -4.19 -0.189
C 0.41 2.26 0.11 -0.614
C -3.82 3.68 -0.88 -0.223
C -1.81 -1.09 -4.34 -0.012
C 0.45 3.04 -5.03 -0.058
C 10.13 -5.49 5.64 -0.069
C -4.01 -2.09 -0.18 -0.075
C -3.41 -2.80 -2.87 -0.013
C -2.90 -3.22 -4.09 -0.071
C 1.67 -2.36 1.35 -0.071
C 6.36 -4.83 2.79 -0.026
C -2.11 -2.35 -4.82 -0.066
C -3.55 4.09 -4.62 -0.078
C 2.20 -0.53 3.51 -0.077
C 0.78 -1.29 1.60 -0.124
C 2.44 0.38 4.55 0.013
C 7.80 -4.06 5.04 -0.003
C 5.90 -3.76 3.57 -0.160
C -0.91 3.29 -4.96 -0.010
C 3.08 -1.61 3.22 -0.177
C -4.82 -0.19 -1.38 -0.058
C 0.38 1.42 3.98 -0.132
C 1.52 1.38 4.78 -0.038
C -2.98 0.01 3.01 -0.209
C 0.31 -2.97 -0.52 -0.024
C 0.18 1.19 -3.56 -0.056
C -2.29 -0.67 -3.09 -0.218
C 1.41 -3.21 0.26 0.005
C 6.64 -3.39 4.69 -0.012
C 8.24 -5.13 4.26 -0.280
C -2.10 5.63 -1.70 -0.153
C 1.01 1.97 -4.34 -0.062
C 1.04 -0.38 2.73 -0.143
C -0.50 -1.87 -0.21 -0.131
H 10.50 -4.46 5.56 0.097
H 8.34 -3.75 5.92 0.106
H -2.17 2.79 2.37 0.050
H 9.56 -5.60 6.57 0.097
H 2.06 1.76 -4.42 0.109
H -4.54 0.65 -2.02 0.068
H -5.18 0.21 -0.43 0.066
H -3.17 -2.75 0.00 0.093
H 5.84 -5.15 1.90 0.105
H -1.20 -0.43 -4.93 0.116
H 1.07 3.69 -5.64 0.112
H 2.42 2.64 -0.45 0.100
H 10.97 -6.17 5.66 0.095
H 2.19 1.99 1.18 0.094
H -3.15 -1.00 2.63 0.056
H -1.91 0.23 3.04 0.027
H -3.52 4.20 -5.71 0.097
H 1.79 3.68 0.86 0.102
H -4.58 4.26 -4.30 0.096
H 0.59 0.37 -2.99 0.122
H 6.28 -2.57 5.29 0.115
H 2.07 -4.04 0.05 0.117
H -4.05 -3.47 -2.30 0.109
H -4.87 -2.70 -0.49 0.094
H 1.66 2.10 5.57 0.110
H -2.92 4.86 -4.18 0.082
H -4.29 -1.61 0.76 0.068
H -1.34 -1.65 -0.85 0.071
H -3.12 -4.21 -4.46 0.108
H -1.32 4.10 -5.54 0.106
H -5.05 1.91 -4.15 0.092
H -3.48 0.15 3.97 0.077
H 0.07 -3.59 -1.38 0.114
H -1.72 -2.65 -5.79 0.110
H -5.64 -0.74 -1.86 0.109
H 7.88 -6.33 2.53 0.124
H -0.37 2.20 4.15 0.106
H -3.80 3.48 2.04 0.062
H -3.47 2.68 3.61 0.077
H -3.73 0.76 -4.42 0.065
H 3.33 0.28 5.15 0.123
H 3.97 -4.18 1.61 0.145
H -4.23 1.84 -5.72 0.099

=====

x) 107
Properties=species:S:1:pos:R:3:lowdin_charge:R:1 method="wB97M-V/def2-TZVPD" e_homo_ev=-9.9 total_charge=+1 homo_lumo_gap_ev=6.81
Ti 0.12 -1.39 -0.24 1.136
S -3.15 -4.41 -0.94 0.894
F -2.11 -1.54 -2.15 0.055
F -2.84 -3.23 -4.15 0.112
F -0.94 -4.82 -5.34 0.135
F 1.66 -4.67 -4.48 0.124
F 2.31 -3.09 -2.41 0.085
O -0.02 11.70 -0.69 -0.068
O -1.83 -3.82 -0.61 -0.534
O -1.52 -1.44 0.36 -0.137
O -2.36 -0.38 2.09 0.082
N 0.08 0.43 0.95 0.012
N 2.45 -0.59 -0.31 -0.203
N -0.36 5.35 0.93 0.193
N -0.33 5.42 -1.29 0.185
N -0.24 -2.92 3.01 -0.212
N 1.08 -2.80 0.55 -0.031
N -0.13 0.54 -1.71 0.073
C 0.04 0.31 2.27 -0.113
C -0.31 4.13 -0.89 -0.169
C 3.17 -1.85 -0.14 -0.225
C -0.61 -4.00 -4.34 -0.132
C -0.32 4.05 0.51 -0.121
C 0.71 -3.94 -3.89 -0.133
C -0.27 2.67 2.59 0.033
C -0.20 0.60 -3.03 -0.098
C -0.26 -4.06 2.16 -0.188
C -1.57 -3.20 -3.73 -0.160
C 1.01 -3.12 -2.80 -0.209
C -1.19 -2.39 -2.67 -0.284
C 0.41 -3.98 0.93 -0.241
C 0.98 -2.94 3.82 -0.060
C -2.76 -5.99 -1.80 -0.197
C 2.93 0.23 0.82 -0.048
C 0.09 -2.33 -2.13 -0.086
C -0.36 6.15 -0.19 -0.244
C -0.18 9.78 0.81 -0.008
C -0.28 8.21 -1.47 -0.013
C 3.17 -4.07 0.77 -0.006
C -0.29 2.96 -1.70 -0.061
C 4.53 -1.98 -0.39 -0.027
C -0.82 -5.28 2.54 -0.024
C -1.40 -2.76 3.87 -0.083
C 5.21 -3.14 -0.08 -0.062
C -0.11 1.65 0.40 -0.129
C -3.77 -5.18 0.61 -0.207
C -0.38 2.98 -3.09 0.038
C -0.27 8.41 0.93 -0.022
C 4.52 -4.17 0.52 -0.060
C -0.32 7.59 -0.21 -0.162
C -2.50 -0.88 0.99 -0.564
C 2.83 0.09 -1.56 -0.052
C -0.04 -6.33 0.53 -0.080
C -0.18 9.57 -1.59 0.017
C -0.24 2.82 1.19 -0.056
C 0.50 -5.13 0.12 -0.033
C -0.05 12.63 0.37 -0.070
C -3.82 -0.83 0.24 0.044
C -0.12 10.38 -0.45 -0.270
C -0.34 1.78 -3.76 -0.002
C -0.69 -6.41 1.75 -0.088
C 2.44 -2.93 0.40 -0.229
C -0.18 1.71 -1.03 -0.138
C -0.13 1.41 3.12 -0.002
H 0.83 12.54 1.01 0.098
H -2.20 -6.63 -1.14 0.040
H 0.06 -7.21 -0.09 0.113
H -3.75 -0.02 -0.48 0.097
H 5.04 -5.08 0.80 0.110
H 2.25 1.00 -1.68 0.082
H -1.09 -7.35 2.10 0.113
H 2.66 -0.58 -2.40 0.099
H -0.13 10.38 1.71 0.108
H 5.08 -1.16 -0.84 0.112
H 4.02 0.33 0.78 0.106
H -3.99 -1.75 -0.30 0.058
H -4.15 -4.39 1.24 0.047
H -4.56 -5.87 0.36 0.056
H -0.13 10.04 -2.55 0.124
H 1.06 -3.86 4.41 0.101
H 0.98 -2.10 4.51 0.087
H 1.86 -2.86 3.18 0.079
H -0.48 3.93 -3.59 0.127
H -0.11 -0.34 -3.55 0.112
H -2.16 -5.75 -2.67 0.040
H -0.31 7.57 -2.34 0.110
H -0.41 1.73 -4.84 0.117
H 2.66 -4.90 1.25 0.116
H -0.40 5.68 1.88 0.156
H 2.49 1.23 0.80 0.092
H -2.94 -5.68 1.10 0.023
H -3.69 -6.45 -2.11 0.057
H -1.36 -1.78 4.33 0.085
H -0.96 12.53 0.96 0.098
H -0.40 3.53 3.23 0.121
H -0.04 13.61 -0.11 0.098
H -4.63 -0.62 0.94 0.094
H -1.47 -3.52 4.67 0.088
H 1.03 -5.07 -0.82 0.128
H -2.31 -2.80 3.26 0.088
H -1.34 -5.36 3.49 0.113
H 6.26 -3.23 -0.31 0.109
H -0.17 1.26 4.19 0.120
H -0.30 7.97 1.92 0.106
H 2.67 -0.26 1.76 0.100
H 0.15 -0.70 2.66 0.099
H 3.89 0.39 -1.55 0.095

=====

Most stable pick: w). Distance to second place: 0.051 eV.

=====

w) 24
Properties=species:S:1:pos:R:3:lowdin_charge:R:1 method="wB97M-V/def2-TZVPD" e_homo_ev=-8.7 homo_lumo_gap_ev=9.34
S 0.76 -2.70 0.78 0.930
O -0.32 -3.42 1.46 -0.546
C 0.31 -1.00 1.15 -0.335
C -0.16 1.34 0.01 -0.309
C 0.08 -0.14 -0.07 -0.165
C -0.02 -2.39 -0.94 -0.243
C 0.75 2.02 -1.05 -0.042
C -0.02 -0.88 -1.34 -0.181
C 0.79 -0.48 2.47 -0.086
C -1.64 1.81 -0.26 -0.024
H -0.89 -2.94 -0.79 0.051
H -1.68 2.72 -0.70 0.032
H 0.23 -1.10 3.17 0.086
H -2.16 1.26 -0.96 0.053
H 0.09 1.74 1.02 0.124
H 1.47 1.42 -1.37 0.023
H 1.83 -0.68 2.46 0.069
H 0.64 -2.97 -1.63 0.084
H 0.82 -0.87 -1.95 0.085
H 1.12 2.87 -0.59 0.059
H 0.36 2.40 -1.98 0.090
H -2.14 1.95 0.66 0.070
H -0.83 -0.51 -1.98 0.126
H 0.61 0.56 2.43 0.047

=====

x) 24
Properties=species:S:1:pos:R:3:lowdin_charge:R:1 method="wB97M-V/def2-TZVPD" e_homo_ev="-6.7 / -8.9" homo_lumo_gap_ev="4.80 / 9.41"
S 0.11 -2.30 -0.26 0.759
O 3.02 -0.47 -0.39 -0.088
C 3.00 -1.49 0.62 -0.096
C 1.00 1.11 -0.28 -0.284
C -1.05 -0.47 1.31 -0.155
C -0.19 0.34 -0.94 -0.178
C 0.94 2.62 -0.25 -0.066
C -2.27 -0.99 -0.77 -0.078
C -0.84 -0.77 -0.12 -0.927
C 2.17 0.51 -0.37 -0.047
H -2.65 -0.03 -1.09 0.068
H -2.32 -1.67 -1.52 0.029
H -1.76 -1.20 1.91 0.127
H 4.07 -1.91 0.51 0.122
H 2.34 -2.35 0.43 -0.017
H -0.93 1.11 -1.18 0.100
H -0.15 -0.44 1.82 0.033
H 0.45 2.86 0.67 0.065
H -1.49 0.55 1.29 0.104
H 2.64 -1.06 1.63 0.124
H 0.30 -0.18 -1.85 0.137
H -2.98 -1.08 0.11 0.096
H 0.43 3.00 -1.18 0.099
H 1.94 3.05 -0.23 0.074

=====

Most stable pick: w). Distance to second place: 2.798 eV.

=====

w) 20
Properties=species:S:1:pos:R:3:lowdin_charge:R:1 method="wB97M-V/def2-TZVPD" e_homo_ev=-8.2 smiles="COC(=O)c1cc(O)ccc1O" homo_lumo_gap_ev=8.67
O -0.11 0.85 2.27 -0.083
O 0.11 -0.11 -3.66 0.056
O 0.17 -1.69 1.63 0.073
O -0.31 2.42 0.67 0.125
C 0.24 -1.82 -1.99 -0.015
C -0.17 1.26 0.96 -0.410
C 0.13 -1.23 0.37 -0.259
C 0.26 -2.18 -0.66 0.000
C -0.05 0.12 -0.01 -0.051
C 0.09 -0.49 -2.36 -0.322
C -0.24 1.88 3.23 -0.047
C -0.05 0.48 -1.37 0.063
H 0.59 2.61 3.15 0.107
H 0.14 -0.90 -4.22 0.100
H 0.00 -0.94 2.23 0.087
H -0.14 1.51 -1.66 0.133
H -1.18 2.43 3.07 0.101
H -0.27 1.40 4.21 0.098
H 0.37 -3.22 -0.34 0.122
H 0.38 -2.59 -2.76 0.123

=====

x) 20
Properties=species:S:1:pos:R:3:lowdin_charge:R:1 method="wB97M-V/def2-TZVPD" e_homo_ev=-8.5 smiles="COC(=O)c1ccc(O)c(O)c1" homo_lumo_gap_ev=8.63
O -2.70 -1.98 -0.12 0.001
O 2.38 -0.84 0.07 -0.017
O 2.40 1.33 0.02 0.071
O -3.75 0.32 0.08 -0.013
C 3.74 -0.87 0.00 -0.080
C -0.49 -0.95 -0.12 0.067
C -2.41 0.41 -0.03 -0.295
C -1.87 -0.89 -0.16 -0.261
C -0.32 1.52 -0.19 -0.012
C 1.74 0.29 0.01 -0.462
C -1.68 1.61 -0.03 -0.001
C 0.25 0.24 -0.17 -0.111
H 4.16 -1.87 -0.01 0.088
H 0.34 2.34 -0.41 0.116
H 4.15 -0.27 -0.90 0.135
H -0.07 -1.91 -0.06 0.117
H -4.09 1.28 0.63 0.251
H -2.22 2.51 0.04 0.098
H -3.67 -1.81 0.41 0.220
H 4.11 -0.46 0.93 0.089

=====

Most stable pick: w). Distance to second place: 1.897 eV.

=====

w) 9
Properties=species:S:1:pos:R:3:lowdin_charge:R:1 method="wB97M-V/def2-TZVPD" e_homo_ev="-12.1 / -12.0" homo_lumo_gap_ev="7.96 / 9.59"
O -1.86 -0.79 0.57 0.168
O -1.61 1.16 -0.37 0.088
O 0.73 -1.60 1.64 0.160
O 2.18 -0.30 0.62 0.113
O -0.08 0.65 -2.05 0.012
N 0.12 0.15 0.51 0.256
N -1.23 0.16 0.22 -0.410
N 1.05 -0.67 0.95 -0.443
H 0.72 1.25 -2.10 0.056

=====

x) 9
Properties=species:S:1:pos:R:3:lowdin_charge:R:1 method="wB97M-V/def2-TZVPD" e_homo_ev=-12.0 smiles="O=[N+]([O-])N(O)[N+](=O)[O-]" homo_lumo_gap_ev=11.24
O -1.95 2.14 0.33 0.173
O -2.00 -1.66 -0.64 0.126
O 0.06 -0.72 0.62 0.070
O -0.14 1.60 -0.75 0.156
O -3.42 -0.26 0.08 0.144
N -1.25 0.12 0.54 0.089
N -2.31 -0.66 -0.08 -0.387
N -1.06 1.46 -0.03 -0.400
H 0.17 -1.04 -0.23 0.028

=====

Most stable pick: x). Distance to second place: 3.169 eV.

=====

w) 7
Properties=species:S:1:pos:R:3:lowdin_charge:R:1 method="wB97M-V/def2-TZVPD" e_homo_ev="-8.5 / -8.4" homo_lumo_gap_ev="7.64 / 6.97"
S -1.03 0.35 1.86 0.443
F -1.53 -0.87 -1.31 0.109
C 0.06 -0.27 0.47 -0.646
C -0.84 -0.01 -0.67 -0.215
H -1.33 1.03 -0.92 0.152
H 0.33 -1.30 0.77 0.064
H 1.03 0.33 0.40 0.093

=====

x) 7
Properties=species:S:1:pos:R:3:lowdin_charge:R:1 method="wB97M-V/def2-TZVPD" e_homo_ev=-9.3 homo_lumo_gap_ev=8.37
S -1.01 -1.72 -0.66 0.651
F 1.40 1.19 -0.25 -0.178
C -0.04 0.67 -0.20 -0.271
C 0.07 -0.80 0.19 -0.682
H -0.67 0.63 -1.28 0.131
H -0.53 1.14 0.79 0.143
H 0.79 -1.10 1.41 0.206

=====

Most stable pick: w). Distance to second place: 0.461 eV.